No. 1
49
Properties=species:S:1:pos:R:3:forces:R:3:mulliken_charge:R:1 method="wB97M-V/def2-TZVPD" max_force_ev_per_a=3.8 charge=+1 energy_ev=-53271.9866
O -3.592 -0.123 -1.953 -1.85 0.75 -0.10 -0.734
H -4.357 -0.608 -2.306 0.12 0.55 0.16 0.251
Sc -0.740 -0.148 0.000 -1.13 -1.42 0.27 -0.208
N -1.823 1.711 -0.415 -1.96 1.28 2.97 0.776
N 0.309 1.028 -1.591 3.18 -1.40 -0.80 0.932
N -0.967 -1.565 1.647 0.97 -2.42 1.52 0.533
N 1.108 -1.431 0.201 1.15 -1.82 1.96 0.422
O -2.640 2.200 0.403 1.92 -1.12 -2.23 -0.470
O -2.172 -1.756 2.280 0.57 0.81 -0.67 -0.545
O 2.241 -1.222 -0.547 -0.65 0.39 -0.12 -0.582
O 1.510 0.752 -2.025 -3.53 1.28 0.66 -0.638
C -0.416 1.968 -2.269 -1.67 0.70 0.14 0.096
C -1.628 2.334 -1.624 1.06 -0.02 -1.70 0.659
C 0.042 -2.329 2.068 -3.06 1.54 -0.14 0.268
C 1.212 -2.290 1.229 0.78 2.37 -2.73 0.497
C -2.666 3.257 -2.118 0.10 0.54 -0.28 -1.310
H -3.557 2.683 -2.407 0.20 -0.01 0.16 0.283
H -2.310 3.822 -2.983 -0.17 -0.12 0.20 0.391
H -2.951 3.960 -1.324 0.00 -0.21 -0.15 0.357
C 0.052 2.519 -3.567 0.01 0.31 -0.18 -1.492
H 0.024 1.747 -4.355 0.09 0.16 0.38 0.316
H 1.086 2.880 -3.470 -0.28 -0.19 -0.09 0.351
H -0.592 3.348 -3.887 0.31 -0.31 0.10 0.362
C -0.068 -3.139 3.312 -0.07 -0.40 -0.03 -1.413
C 2.421 -3.092 1.566 0.00 -0.07 -0.14 -1.507
H -1.124 -3.198 3.592 0.34 -0.07 0.03 0.412
H 0.491 -2.666 4.136 -0.14 -0.09 -0.29 0.305
H 0.339 -4.149 3.164 -0.11 0.28 0.09 0.379
H 3.231 -2.851 0.875 -0.09 -0.15 0.18 0.378
H 2.169 -4.164 1.497 0.19 0.34 -0.02 0.375
H 2.726 -2.900 2.605 -0.04 -0.03 -0.29 0.356
H -2.807 -1.308 1.571 0.22 -0.18 0.44 0.473
H 1.986 -0.441 -1.181 0.41 -1.13 0.75 0.447
C -1.424 -1.361 -1.728 1.94 -0.86 -0.84 -0.903
H -2.354 -0.934 -2.182 0.71 0.24 0.47 0.520
H -1.663 -2.377 -1.365 0.28 0.26 0.36 0.287
H -0.649 -1.482 -2.500 0.00 -0.12 0.06 0.345
O -3.461 -0.750 0.346 0.18 -0.23 1.07 -0.811
H -3.538 -0.379 -0.815 -0.32 0.08 -1.13 0.261
H -4.201 -1.383 0.381 0.45 0.31 -0.05 0.262
C 4.376 1.580 1.339 -0.07 -0.11 -0.52 -1.062
C 3.179 1.623 2.301 0.40 0.12 0.41 -0.390
C 1.879 1.343 1.689 -1.49 -0.36 -0.51 0.379
N 0.830 1.092 1.255 1.77 0.54 0.62 -0.155
H 4.432 0.613 0.831 -0.05 0.13 0.06 0.276
H 5.328 1.734 1.855 -0.35 0.00 0.18 0.358
H 4.293 2.358 0.578 -0.03 -0.08 0.05 0.320
H 3.327 0.888 3.105 -0.20 0.12 -0.16 0.272
H 3.111 2.604 2.788 -0.08 -0.17 -0.10 0.321


No. 2
40
Properties=species:S:1:pos:R:3:forces:R:3:mulliken_charge:R:1 method="wB97M-V/def2-TZVPD" max_force_ev_per_a=0.9 smiles="CCOC(=O)[C@H]1C(=O)OC2(CCCC2)[C@@H]1C(=O)OCC" de_lowest_kj_mol=0.0
C 4.845 1.685 -0.348 -0.28 -0.27 0.10 -1.081
C 4.385 0.254 -0.112 0.45 0.09 -0.35 -0.245
O 3.050 0.225 0.403 -0.03 -0.04 0.35 -0.310
C 2.060 0.349 -0.466 -0.36 -0.04 0.08 -0.078
O 2.176 0.380 -1.663 0.11 0.02 -0.10 -0.605
C 0.728 0.465 0.254 -0.08 0.26 -0.22 0.558
C 0.464 1.947 0.591 0.75 -0.53 0.17 0.147
O 1.245 2.715 1.065 0.00 0.14 0.01 -0.622
O -0.783 2.262 0.266 -0.45 0.52 -0.08 -0.417
C -1.546 1.125 -0.175 -0.26 -0.69 -0.10 1.474
C -2.427 0.658 0.994 0.08 0.28 -0.04 -0.877
C -3.650 1.561 0.881 -0.05 -0.14 0.00 -0.797
C -3.924 1.563 -0.622 0.00 0.09 0.02 -0.607
C -2.531 1.571 -1.268 0.02 -0.02 0.05 -1.232
C -0.465 0.118 -0.624 0.16 -0.01 0.00 0.099
C -0.933 -1.323 -0.596 -0.04 0.42 -0.25 -0.351
O -1.843 -1.740 -1.264 -0.12 0.00 -0.03 -0.618
O -0.215 -2.069 0.237 0.36 -0.02 0.27 -0.226
C -0.536 -3.463 0.309 -0.15 -0.54 -0.10 -0.262
C 0.649 -4.195 0.909 -0.24 0.38 -0.12 -1.212
H 5.891 1.690 -0.641 0.12 0.02 -0.04 0.394
H 4.721 2.269 0.561 0.04 0.07 0.07 0.286
H 4.253 2.141 -1.137 0.00 0.06 -0.06 0.299
H 4.991 -0.236 0.652 -0.11 0.02 -0.11 0.309
H 4.419 -0.320 -1.044 0.02 0.02 0.20 0.320
H 0.774 -0.102 1.185 -0.05 0.09 -0.07 0.373
H -1.909 0.752 1.949 0.07 -0.09 0.04 0.436
H -2.718 -0.381 0.842 -0.05 -0.06 0.01 0.302
H -4.495 1.197 1.461 -0.04 0.07 0.07 0.436
H -3.394 2.565 1.219 -0.03 0.05 0.07 0.295
H -4.523 2.416 -0.933 -0.09 -0.02 -0.05 0.377
H -4.452 0.651 -0.899 -0.07 -0.01 -0.02 0.314
H -2.249 2.569 -1.599 0.06 -0.01 -0.05 0.353
H -2.486 0.893 -2.118 0.06 0.02 -0.04 0.378
H -0.192 0.337 -1.667 -0.06 -0.05 0.19 0.732
H -1.431 -3.581 0.930 0.08 0.04 -0.14 0.290
H -0.766 -3.822 -0.699 0.00 0.06 0.19 0.339
H 1.529 -4.058 0.285 0.10 -0.03 -0.05 0.307
H 0.865 -3.811 1.902 0.06 -0.02 0.12 0.308
H 0.425 -5.255 0.979 -0.01 -0.11 0.02 0.416


No. 3
43
Properties=species:S:1:pos:R:3:forces:R:3:mulliken_charge:R:1 method="wB97M-V/def2-TZVPD" max_force_ev_per_a=4.1 spin_multiplicity=5 charge=-2 energy_ev=-124476.2120
C 1.501 -1.497 0.228 1.15 0.09 -1.54 0.580
C 2.611 -0.555 0.162 -0.26 -1.11 -1.40 0.353
C 2.554 0.078 -1.139 -0.55 -1.19 0.48 1.980
C 3.826 -0.604 1.014 0.34 0.37 0.06 -1.781
C 1.451 -0.456 -1.849 0.51 -0.32 0.57 -0.089
C 0.802 -1.408 -1.040 1.24 0.29 0.37 1.486
C -0.340 -2.254 -1.433 -0.64 -0.07 0.06 -1.961
C 1.453 -2.676 1.121 -0.37 -0.31 0.17 -2.118
C 3.550 1.036 -1.652 0.08 0.43 -0.10 -1.882
C 1.031 -0.054 -3.219 -0.10 0.11 -0.12 -1.853
Ru 0.847 0.448 0.995 -3.74 -1.40 -1.08 0.536
Cl 2.033 2.221 1.365 2.30 2.74 0.78 -0.571
Cl 1.096 -0.146 3.215 0.23 -0.34 1.05 -0.529
Cl -0.217 1.791 -0.703 -0.37 0.26 -0.64 -0.537
H 3.758 -1.406 1.746 0.06 0.01 0.09 0.358
H 3.952 0.345 1.544 0.13 -0.08 0.10 0.278
H 4.717 -0.763 0.390 0.01 -0.07 0.10 0.355
H 3.912 1.686 -0.850 -0.04 0.03 -0.05 0.311
H 3.118 1.663 -2.440 0.10 0.02 0.09 0.389
H 4.416 0.512 -2.080 0.08 0.04 -0.03 0.289
H 1.190 1.019 -3.385 -0.11 -0.15 0.03 0.384
H -0.031 -0.272 -3.376 0.15 0.13 -0.03 0.349
H 1.602 -0.602 -3.980 -0.03 0.03 -0.10 0.283
H -0.990 -1.733 -2.151 0.05 -0.15 0.14 0.435
H -0.940 -2.496 -0.546 0.05 0.04 -0.19 0.373
H -0.009 -3.191 -1.904 -0.04 -0.01 0.01 0.297
H 1.940 -2.461 2.071 -0.10 -0.11 0.04 0.442
H 1.946 -3.537 0.647 0.00 -0.05 0.05 0.261
H 0.409 -2.938 1.320 0.11 -0.02 0.15 0.309
O -1.116 -0.594 1.114 0.63 0.81 -0.01 -0.777
H -1.537 -0.171 0.344 0.15 -0.15 0.32 0.253
Se -1.174 2.073 2.491 0.31 0.15 0.93 0.074
C -2.822 1.786 1.731 -1.60 -0.18 -0.62 -0.098
C -3.738 0.901 2.352 0.19 0.52 -0.34 -0.213
C -5.011 0.735 1.830 -0.20 0.08 -0.38 -0.495
C -5.394 1.396 0.646 0.49 0.04 0.24 -0.310
C -4.466 2.223 -0.007 -0.62 -0.14 0.08 -0.538
C -3.206 2.428 0.529 0.36 -0.24 0.62 -0.207
H -3.403 0.367 3.238 -0.16 0.11 -0.16 0.324
H -5.720 0.079 2.342 0.17 0.14 -0.19 0.301
H -6.395 1.263 0.241 0.15 -0.02 0.04 0.335
H -4.733 2.717 -0.947 0.04 -0.18 0.31 0.310
H -2.471 3.050 0.025 -0.16 -0.15 0.08 0.315